Version P
{"formula": "C4H11NO2", "method": "ωB97M-V/def2-TZVPD", "symbols": ["H", "H", "H", "O", "C", "H", "H", "H", "N", "C", "O", "H", "C", "H", "H", "H", "H", "C"], "coordinates": [[-2.6983, -0.4164, -1.1298], [-2.0301, -0.5144, 2.0590], [-0.1942, -1.7503, -0.4246], [-1.1548, -0.0412, 1.9317], [-0.6263, 0.3819, -1.0538], [-1.8736, 0.4892, -2.6655], [1.2589, 1.4702, -0.5858], [3.1010, 0.7717, -0.3638], [1.4680, -0.6780, -0.5343], [1.8350, 0.5466, -0.3861], [2.3424, -1.2669, 2.2529], [2.9095, -0.5901, 1.7574], [-2.0496, 0.4448, -1.5659], [1.5835, -1.4049, 1.5817], [-2.5900, 1.3816, -1.4775], [-0.1889, 1.3486, -1.4143], [-1.1656, 0.5751, 2.7690], [0.0731, -0.7476, -0.7505]], "charge": 1, "spin_multiplicity": 2, "e_lumo_ev": [-5.83, -8.43], "orbital_gap_ev": [8.4, 5.8], "s2": 0.76}

***

Version Q
{"formula": "C4H11NO2", "method": "ωB97M-V/def2-TZVPD", "symbols": ["C", "H", "O", "H", "H", "O", "H", "H", "C", "C", "N", "H", "H", "H", "H", "H", "H", "C"], "coordinates": [[0.2636, 0.8288, -2.7903], [-1.5803, -0.6693, 0.9032], [-1.1403, -0.4070, -1.2597], [-0.2923, 0.4247, -3.6307], [0.5181, -1.7477, 0.3650], [-0.3941, 1.5754, -0.6525], [0.6305, 0.3402, 2.5765], [1.5877, -0.3542, 0.4559], [0.1112, -0.4663, 2.0533], [1.0699, -1.0997, 1.0513], [-1.1088, 0.0483, 1.4471], [-0.6529, 1.1443, 0.2167], [1.2482, 0.3693, -2.7507], [1.7653, -1.7508, 1.5726], [0.3915, 1.8876, -2.9738], [-1.7514, 0.4955, 2.1058], [-0.1756, -1.2017, 2.8228], [-0.4903, 0.5828, -1.5124]], "charge": 1, "spin_multiplicity": 2, "e_lumo_ev": [-3.05, -9.34], "orbital_gap_ev": [13.4, 5.6], "s2": 0.76}

***

Version R
{"formula": "C4H11NO2", "method": "ωB97M-V/def2-TZVPD", "symbols": ["H", "N", "O", "H", "H", "C", "H", "H", "C", "H", "C", "C", "H", "H", "H", "O", "H", "H"], "coordinates": [[4.6841, -0.6527, 1.8795], [-1.2463, -1.3728, 0.2692], [-1.0280, 2.6567, 0.5215], [-0.9269, -1.6388, -2.4241], [-0.2250, 1.4203, -1.4130], [-0.9585, 0.8488, -0.8492], [0.6220, -2.0968, -1.8777], [3.8604, -1.9298, 1.9756], [-1.3136, 1.5071, 0.4636], [-1.7794, 0.9437, 1.2859], [-0.0450, -1.2350, -1.8974], [-0.3790, -0.6156, -0.5675], [-1.8859, 0.7952, -1.4315], [-1.0837, -1.2413, 1.2587], [0.2686, -0.5540, -2.6926], [3.7790, -0.9763, 1.8007], [0.6054, -0.4399, -0.1014], [-0.9351, -2.3465, 0.2014]], "charge": 1, "spin_multiplicity": 2, "e_lumo_ev": [-5.19, -9.28], "orbital_gap_ev": [9.0, 4.9], "s2": 0.76}

***

version Q comes first in stability; the runner-up is 137.4 kJ/mol higher.

***

Version P
{"formula": "C6H7ClS", "method": "ωB97M-V/def2-TZVPD", "symbols": ["H", "H", "H", "H", "C", "Cl", "C", "S", "C", "C", "H", "C", "H", "H", "C"], "coordinates": [[0.2823, -2.4684, 0.5926], [-2.2057, 1.7690, 0.9092], [-1.4081, 1.2240, -1.4835], [0.9167, 1.2811, -1.9207], [-1.2211, 1.2917, 0.6325], [-0.3188, -1.4146, -2.0314], [-0.7694, 1.1433, -0.5375], [-0.0086, 1.0485, 2.0404], [-0.1112, -0.8798, 1.7162], [0.7383, 0.8125, -0.9082], [1.7634, -1.2755, -1.1277], [0.2898, -1.3404, 0.5665], [1.6820, 1.1795, -0.2946], [-0.4268, -1.5461, 2.6494], [0.7971, -0.8247, -0.8032]], "charge": 0, "e_lumo_ev": 0.76, "smiles": "Cl[C@@H]1C=CSC=CC1", "orbital_gap_ev": 9.6}

***

Version Q
{"formula": "C6H7ClS", "method": "ωB97M-V/def2-TZVPD", "symbols": ["Cl", "C", "C", "C", "H", "H", "H", "C", "C", "H", "S", "H", "H", "H", "C"], "coordinates": [[-0.4990, 2.1030, -0.8838], [-0.0637, 2.0258, 0.7777], [-0.5086, -2.8409, -0.1734], [0.3912, 0.9701, 1.3816], [0.0309, -3.5028, 0.5299], [-1.4481, -3.3590, -0.4401], [0.6662, 1.0940, 2.4146], [1.3218, -0.4482, -0.5207], [0.6359, -0.4177, 0.7672], [2.3344, -0.6665, -2.5050], [-0.9668, -1.2766, 0.6150], [-0.2133, 2.9980, 1.2126], [1.2838, -1.0213, 1.4091], [0.1822, -2.6248, -1.0151], [1.7425, -0.6629, -1.6358]], "charge": 0, "e_lumo_ev": 0.89, "smiles": "C#C[C@@H](/C=C\\Cl)SC", "orbital_gap_ev": 9.6}

***

version Q comes first in stability; the runner-up is 18.0 kJ/mol higher.

***

Version P
{"formula": "C52H46BaBrN9O", "method": "ωB97M-V/def2-TZVPD", "symbols": ["H", "H", "C", "H", "H", "H", "N", "N", "C", "H", "N", "C", "C", "C", "C", "C", "H", "C", "H", "H", "C", "C", "H", "C", "C", "C", "C", "H", "N", "C", "C", "C", "C", "N", "H", "H", "H", "C", "C", "C", "C", "H", "H", "C", "H", "H", "O", "C", "H", "C", "C", "H", "H", "H", "C", "H", "H", "H", "H", "H", "H", "Ba", "H", "C", "Br", "H", "C", "C", "H", "N", "C", "C", "C", "C", "H", "C", "N", "C", "H", "C", "N", "C", "H", "C", "C", "H", "C", "H", "C", "C", "C", "H", "H", "H", "H", "H", "H", "C", "H", "C", "C", "C", "C", "N", "C", "C", "H", "H", "H", "C"], "coordinates": [[-6.2915, -1.9476, 1.8386], [3.2855, -2.0981, 3.5587], [-2.4702, 2.8575, 2.3206], [-2.5388, 2.3407, -5.0505], [4.6676, 6.5558, -4.3717], [-6.1947, -3.5892, -2.1560], [0.9980, 0.1825, 1.4288], [0.1523, -2.3385, -0.4987], [-2.7225, 3.4197, -1.8335], [-6.8666, -4.7275, 0.6260], [-1.5666, 2.3404, 0.0800], [1.2501, -1.3437, 3.2318], [-0.9337, -2.8324, 0.1108], [-0.3320, -6.7586, 1.8201], [-4.1432, 4.7442, -3.2820], [6.4440, 2.8102, 0.4090], [2.3760, -6.3712, 1.7256], [1.4130, 2.3165, 3.9560], [1.9020, -6.8125, 3.3646], [0.3883, -4.2784, 4.1298], [4.4573, 3.3267, -4.6326], [4.8745, 2.4534, -1.8434], [-3.9347, 5.0860, -1.1982], [4.5535, 1.8249, -0.6448], [-6.7530, -2.9870, -1.4371], [-0.1785, 2.2246, 2.0774], [2.6882, -1.4013, 2.9819], [-7.7862, -2.4863, 1.0591], [3.7288, 2.2799, -4.0797], [0.4888, -0.4939, 2.5350], [0.3822, -4.4211, 1.3663], [-2.2389, -2.1995, -0.2425], [-2.2970, 3.2558, -0.4642], [3.0215, 1.0627, -2.2329], [-3.4356, -3.8623, 0.3718], [-0.1305, -5.9428, 4.4218], [6.3418, 6.2575, -6.1766], [3.2831, -0.5984, 2.0990], [5.3277, 1.9850, 0.4896], [-1.4145, 2.4797, 1.4825], [-6.8092, -2.0330, 0.8813], [2.4937, -4.2480, 0.9375], [3.4522, 1.9896, 3.5648], [-0.8502, -3.8579, 1.0396], [-0.5738, -0.3697, 2.7079], [-0.8287, 3.1104, 5.2793], [-1.4444, 1.6754, -2.8328], [-4.6490, -2.2371, -0.3305], [0.8024, -1.9640, 3.9942], [1.3320, -2.8579, -0.1796], [-2.2615, 3.0676, 3.6739], [7.0690, 2.9603, 1.2800], [1.5549, 2.4655, 5.0199], [0.0835, -7.0897, 0.8668], [6.0551, 4.1128, -6.2296], [-3.2473, 0.6145, -1.5084], [-0.2858, -7.5929, 2.5227], [7.6496, 4.0668, -0.8340], [-5.3222, -4.9677, -0.1872], [-5.3728, -4.2935, 1.4524], [-3.0946, 3.3640, 4.2984], [0.2437, 0.4861, -1.3954], [-5.4579, -0.4024, -1.1432], [4.8907, 5.5656, -4.7560], [-5.3772, 6.1649, -3.5312], [-1.2050, -4.8174, 3.5917], [-3.7524, 3.9638, -4.3804], [2.2780, 1.8337, 1.6942], [-4.1569, 4.1785, -5.3610], [4.2180, 4.5629, -4.1918], [-3.6333, 4.4793, -2.0441], [3.3658, 0.9659, -0.9393], [5.8247, 5.4031, -5.7628], [-3.3326, -0.3755, -1.0774], [-7.7283, -3.4526, -1.2843], [3.8579, 1.9698, -2.8505], [0.8593, 1.6534, 1.2907], [2.4476, 2.0538, 3.1636], [5.4918, 2.0437, -6.0083], [1.8961, -6.0026, 2.6337], [-2.1824, -0.9772, -0.7723], [6.7715, 3.4354, -0.7881], [-3.4626, 2.9765, 1.9061], [-6.0041, -2.8958, -0.1010], [-4.5693, -0.9560, -0.8709], [6.7691, 3.9330, -7.0238], [1.4953, -3.8915, 0.7320], [6.2737, 3.7514, -2.8513], [-3.4456, -2.8583, -0.0229], [-5.8723, -4.3028, 0.4815], [5.3576, 3.0626, -5.6728], [2.4990, -5.1858, 3.0359], [2.7966, 2.5930, 1.1067], [2.1947, -2.4114, -0.6605], [-1.3825, -6.5097, 1.6625], [-2.6756, 4.0537, 0.1844], [4.3537, -0.6287, 1.9397], [-2.2904, 2.6246, -2.9396], [-1.7465, -4.2068, 1.5329], [5.9951, 3.2618, -1.9297], [-0.9997, 2.9133, 4.2281], [0.4556, -5.5628, 2.3746], [-2.8589, 2.9432, -4.2102], [2.6741, 0.1806, -0.1600], [-0.1633, -5.1190, 3.7063], [0.0515, 2.4776, 3.4308], [5.0862, 1.4819, 1.4175], [-6.9704, -1.0269, 0.4935], [-6.9163, -2.0026, -1.8762], [2.4878, 0.3441, 1.2417]], "charge": 0, "e_lumo_ev": -0.02, "orbital_gap_ev": 7.2}

***

Version Q
{"formula": "C52H46BaBrN9O", "method": "ωB97M-V/def2-TZVPD", "symbols": ["H", "H", "N", "N", "C", "C", "C", "H", "H", "N", "C", "C", "C", "C", "C", "C", "H", "C", "C", "H", "C", "H", "C", "C", "C", "C", "H", "C", "C", "C", "Ba", "C", "C", "C", "H", "H", "C", "C", "H", "H", "C", "H", "C", "H", "H", "H", "H", "H", "C", "H", "N", "C", "H", "H", "C", "H", "H", "H", "H", "H", "C", "N", "N", "C", "N", "C", "C", "H", "C", "H", "H", "C", "H", "C", "C", "C", "H", "H", "C", "C", "H", "C", "C", "N", "C", "H", "H", "C", "C", "C", "H", "H", "H", "H", "N", "H", "O", "H", "C", "H", "C", "H", "H", "C", "C", "C", "C", "Br", "H", "H"], "coordinates": [[0.0718, -7.6037, -5.3811], [4.3127, 0.3557, -2.4969], [-2.8464, 1.7231, -0.1926], [1.7497, -1.4857, 0.5770], [2.7921, -1.5549, -0.3503], [-1.8340, -3.9963, -1.1755], [4.8307, 1.4454, 2.5049], [-3.6541, -7.4614, 1.7537], [-0.2370, 4.8430, -1.0214], [1.5930, 2.9626, 0.2355], [-2.6942, 3.6012, 1.3169], [0.0996, 4.3142, 3.3040], [-0.0984, -7.5882, -2.7147], [-1.5380, 2.1292, -3.4453], [4.3635, -2.8824, -1.5779], [3.3867, -2.7971, -0.6110], [-0.6770, -7.8657, -1.8324], [-0.5438, 1.7781, -2.5064], [1.1373, 2.4588, -0.8412], [-2.2024, 4.1146, 2.1284], [-0.6012, 4.0741, -1.6878], [5.4851, -1.7461, -3.0484], [4.1225, 0.4725, 1.8024], [-3.0790, -3.5130, 2.8229], [1.3842, 5.2589, 1.0309], [-0.9003, -6.7089, -3.6833], [-2.8481, -7.4502, -3.0437], [4.7262, -1.7346, -2.2786], [-3.4609, -4.6935, 2.1867], [4.0710, -0.5592, -1.9654], [-0.7017, -0.4702, -0.3106], [-0.0314, 2.7971, -1.6674], [1.1119, 6.1139, 2.0830], [2.8069, 2.2455, 3.5641], [1.7411, 1.6383, -1.2344], [1.9490, 5.6004, 0.1722], [-2.3107, -3.8630, 0.2455], [-1.6234, 4.3651, -2.5602], [3.0714, -3.6570, -0.0357], [-0.6795, -6.0609, -5.7625], [-3.5202, -6.1709, 4.1914], [4.8410, -3.8324, -1.7853], [-2.1971, 2.3897, 0.8045], [0.3830, 6.2851, 4.1023], [-2.1161, -8.3680, -4.3646], [1.4244, 7.1484, 2.0239], [-3.3477, -5.7324, 0.3072], [-5.1349, -7.6909, 2.6792], [-3.8153, 4.1517, 0.7269], [-1.7840, -6.1284, -1.1548], [3.1208, -0.4581, -1.0323], [-4.4411, 3.5150, -0.3355], [-0.8376, 1.9725, 5.6529], [-0.5515, -4.1284, -4.7458], [-2.0750, 3.3959, -3.4587], [-0.4929, 4.3756, 5.4139], [-2.8658, 3.6470, -4.1548], [-1.3451, 0.8378, 3.4387], [0.1956, -8.5137, -3.2137], [-6.1849, -4.7486, 2.4889], [2.7576, 0.4043, 1.9932], [-1.0632, 1.7014, 1.1334], [0.5092, -0.2292, 2.0516], [1.6914, -0.5198, 1.4584], [-1.9585, -2.7404, 0.8656], [-1.6140, -5.2379, -1.7445], [4.1848, 2.3202, 3.3696], [-3.3557, -3.3163, 3.8502], [-0.4851, 1.4947, 3.5321], [-5.3034, 3.9299, -0.8366], [-5.4842, -4.2700, 4.0361], [-0.3631, 3.7139, 4.5654], [4.6383, -0.1938, 1.1259], [-2.3376, -2.5743, 2.1336], [0.9992, 3.9130, 1.0743], [-0.1237, -6.6021, -4.9946], [0.8080, -7.0840, -2.3740], [4.7596, 3.0676, 3.9014], [-1.1417, -5.3381, -3.0536], [-4.5709, -6.9691, 2.0857], [2.3102, 2.9281, 4.2400], [-1.1608, -2.9424, -3.0861], [-0.9243, -4.1488, -3.7326], [-1.6017, -2.8550, -1.8375], [0.5098, 5.6381, 3.2434], [-3.3021, -5.3297, 4.8499], [-2.0061, -1.6561, 2.6087], [0.2644, 3.5039, 2.1847], [-5.6266, -5.1100, 3.3545], [-2.2589, -7.3638, -3.9589], [0.8376, -6.1017, -4.8593], [5.9027, 1.5257, 2.3774], [-6.2385, -5.8544, 3.8685], [-4.1155, -6.8902, 4.7583], [-0.2854, 2.1622, 2.2116], [-2.5720, -6.6449, 3.9303], [-0.1704, 0.5305, -2.3429], [-2.8390, -6.7839, -4.6792], [-3.0632, -4.8532, 0.8662], [-4.1932, 5.0994, 1.0937], [0.6682, 0.9436, 2.7817], [-4.3729, 1.7557, -1.5564], [-5.1682, -6.7356, 1.2014], [2.1177, 1.2783, 2.8621], [-3.9075, 2.3015, -0.7397], [-0.5350, 2.4043, 4.7074], [-4.2896, -5.7338, 2.9373], [-2.4099, 6.0883, -2.5690], [-0.9651, -1.9973, -3.5841], [-1.9096, 1.3613, -4.1120]], "charge": 0, "e_lumo_ev": 0.06, "orbital_gap_ev": 6.9}

***

version P comes first in stability; the runner-up is 24.3 kJ/mol higher.

***

Version P
{"formula": "C4H7NS3", "method": "ωB97M-V/def2-TZVPD", "symbols": ["H", "C", "H", "N", "C", "C", "S", "H", "H", "H", "H", "S", "C", "S", "H"], "coordinates": [[1.2710, 1.8058, 0.6514], [-1.2775, 0.7285, -1.7328], [-2.1669, 0.9167, 0.1439], [0.5557, 1.1930, 0.3076], [-0.7960, -0.7060, 0.3937], [-1.7610, -0.0217, -0.4498], [0.0609, 1.9975, -1.2574], [-2.2095, 1.1307, -2.0535], [-2.6748, -0.6121, -0.6108], [0.7867, -2.3745, 0.5268], [-1.1326, -1.2156, 1.3017], [1.4013, -0.4321, 2.2142], [0.4618, 0.0399, 0.8560], [0.0047, -2.0851, -0.5723], [-0.9985, 0.0690, -2.6667]], "charge": 0, "e_lumo_ev": -0.06, "smiles": "S=C1NSCC[C@H]1S", "orbital_gap_ev": 8.3}

***

Version Q
{"formula": "C4H7NS3", "method": "ωB97M-V/def2-TZVPD", "symbols": ["H", "S", "C", "S", "H", "C", "C", "C", "H", "H", "H", "H", "N", "H", "S"], "coordinates": [[0.8991, -0.6388, -2.0987], [-2.2698, 1.4421, 0.5406], [-0.1541, 0.0227, 0.0491], [-0.0101, -1.1175, 1.6569], [-1.5116, -2.0861, -1.1735], [0.5661, 1.2410, 0.2029], [0.9592, -0.6395, -0.9167], [-1.5962, 0.1941, -0.0684], [0.4317, 1.9547, 1.2152], [2.4729, 0.2349, 0.0249], [-0.4366, -0.2240, 2.5337], [0.0171, 1.9591, -0.5799], [1.7538, 0.5030, -0.4324], [1.4943, -1.6476, -0.6005], [-2.6159, -1.1982, -0.3532]], "charge": 0, "e_lumo_ev": -0.67, "orbital_gap_ev": 8.2}

***

version P comes first in stability; the runner-up is 312.3 kJ/mol higher.

***

Version P
{"formula": "C9H17NO3", "method": "ωB97M-V/def2-TZVPD", "symbols": ["C", "H", "O", "C", "O", "H", "H", "H", "H", "H", "C", "H", "H", "H", "H", "C", "O", "H", "C", "C", "C", "C", "H", "H", "H", "H", "H", "H", "C", "N"], "coordinates": [[1.5203, 1.8666, 0.4119], [-0.9348, -1.1761, -1.6311], [2.4028, -1.4141, -0.9186], [2.1369, -0.5418, 0.0698], [-0.7575, 1.5215, 0.5420], [-1.3471, -0.4646, 2.0253], [0.3867, -2.4771, 0.3606], [-3.4887, -0.4209, -1.7725], [-3.1999, -1.3732, -0.3755], [2.0415, 1.5001, -2.2020], [-0.3662, -2.2220, 1.0243], [-3.1965, 0.3574, -0.2531], [0.4926, 0.6669, -2.2785], [0.5508, -0.5342, 1.8462], [2.3608, 1.6312, 1.1358], [1.3600, 0.6416, -0.4559], [2.3139, -0.6586, 1.2568], [-0.1686, 3.1469, 1.6344], [-0.3883, -0.7255, 1.3485], [0.1802, 2.0258, 1.3145], [-1.3847, -0.2375, -1.0538], [-2.9182, -0.4455, -0.8500], [2.2681, -0.9895, -1.8044], [-1.1848, -2.5716, 0.4746], [0.4232, 1.4113, 2.1627], [-0.2687, -2.8662, 1.8541], [-1.3365, 0.6840, -1.7089], [1.6687, 2.6549, -0.3818], [-0.5396, 0.1855, 0.1529], [1.3736, 0.8248, -1.9282]], "charge": 0, "e_lumo_ev": 0.77, "orbital_gap_ev": 9.8}

***

Version Q
{"formula": "C9H17NO3", "method": "ωB97M-V/def2-TZVPD", "symbols": ["C", "C", "H", "O", "C", "C", "H", "H", "H", "H", "O", "H", "H", "C", "C", "N", "H", "H", "H", "H", "H", "C", "H", "H", "H", "O", "C", "H", "H", "C"], "coordinates": [[2.4463, -0.2782, -0.1757], [3.8542, 0.2176, 0.0254], [3.9668, 0.7606, 0.9385], [-1.5256, 0.8159, -3.0658], [0.2105, 1.3086, 2.2986], [-2.0956, -1.6131, 0.5202], [0.6316, 1.8688, 3.1627], [-3.0248, -2.2205, 0.3682], [1.3845, -1.7850, -1.0527], [3.0037, -1.4071, -1.8961], [-0.3290, 2.3224, -1.7286], [-1.0202, 1.2089, -3.8067], [0.3791, -0.3284, 0.2344], [2.4014, -1.5043, -0.9905], [-1.2733, 0.3975, -0.7955], [-1.0960, 1.3327, -1.7034], [4.5563, -0.5899, -0.0227], [-0.3306, 0.3406, 2.4978], [2.8724, -2.3665, -0.3751], [-1.1555, -2.0170, 0.2942], [-4.0312, 1.0786, -0.5005], [1.3832, 0.0622, 0.4848], [-3.7017, 0.6251, 1.1789], [-4.5152, -0.5682, 0.0043], [4.2881, 0.9117, -0.6796], [1.3592, 1.0708, 1.5312], [-3.6786, 0.2668, 0.1205], [-0.4618, 1.9240, 1.6936], [-2.2022, -1.5088, 1.5907], [-2.2959, -0.3260, -0.1512]], "charge": 0, "e_lumo_ev": 0.10, "smiles": "CC(C)=C=[N+]([O-])O.COC=C(C)C", "orbital_gap_ev": 8.3}

***

version P comes first in stability; the runner-up is 514.0 kJ/mol higher.